{"formula": "C4H2F3N3O2", "method": "ωB97M-V with the def2-TZVPD basis set", "de_lowest_kcal_mol": 40.14, "orbital_gap_ha": [0.346, 0.240], "homo_ev": [-10.58, -9.47], "energy_ev": -20892.0775, "species": ["C", "C", "C", "C", "N", "N", "N", "O", "O", "F", "F", "F", "H", "H"], "xyz": [[-0.361, -0.334, -1.579], [-0.183, 0.288, -0.180], [-3.514, 0.203, 0.897], [-4.797, -0.304, 0.220], [-2.481, -0.031, 0.011], [0.921, 0.883, 0.019], [-1.452, -0.705, -1.916], [-3.414, 0.786, 1.940], [-1.266, 0.204, 0.568], [-5.428, -1.038, 1.154], [-5.540, 0.670, -0.220], [-4.474, -0.975, -0.848], [0.632, -0.447, -2.151], [1.144, 1.491, 0.823]], "mulliken_charge": [0.26, 0.47, 0.16, 0.92, -0.14, -0.59, -0.36, -0.48, -0.14, -0.24, -0.25, -0.24, 0.34, 0.27]}

{"formula": "C21H28N4O4", "method": "ωB97M-V with the def2-TZVPD basis set", "de_lowest_kcal_mol": 31.58, "orbital_gap_ha": 0.329, "smiles": "COCCn1c(N)c(N(Cc2ccccc2)C(=O)C2CCCCC2)c(=O)[nH]c1=O", "homo_ev": -8.48, "energy_ev": -36384.1666, "species": ["C", "O", "C", "C", "N", "C", "N", "C", "N", "C", "C", "C", "C", "C", "C", "C", "C", "O", "C", "C", "C", "C", "C", "C", "C", "O", "N", "C", "O", "H", "H", "H", "H", "H", "H", "H", "H", "H", "H", "H", "H", "H", "H", "H", "H", "H", "H", "H", "H", "H", "H", "H", "H", "H", "H", "H", "H"], "xyz": [[1.991, -1.262, -5.035], [1.075, -1.610, -4.019], [1.583, -2.519, -3.059], [2.350, -1.832, -1.916], [1.505, -1.520, -0.775], [0.590, -0.496, -0.816], [0.541, 0.259, -1.945], [-0.194, -0.209, 0.276], [-1.252, 0.728, 0.141], [-2.462, 0.246, -0.543], [-2.572, -1.246, -0.419], [-2.161, -2.076, -1.455], [-2.183, -3.451, -1.303], [-2.614, -4.010, -0.112], [-3.036, -3.188, 0.921], [-3.017, -1.814, 0.768], [-1.301, 1.947, 0.747], [-2.284, 2.655, 0.641], [-0.065, 2.379, 1.510], [0.348, 3.783, 1.057], [1.526, 4.291, 1.882], [1.178, 4.298, 3.367], [0.775, 2.899, 3.822], [-0.407, 2.390, 3.004], [-0.078, -0.967, 1.493], [-0.714, -0.818, 2.514], [0.891, -1.974, 1.417], [1.656, -2.326, 0.347], [2.427, -3.259, 0.368], [2.305, -2.148, -5.594], [2.878, -0.762, -4.633], [1.464, -0.582, -5.702], [2.230, -3.252, -3.552], [0.716, -3.042, -2.646], [2.825, -0.914, -2.269], [3.115, -2.513, -1.534], [-0.176, 0.967, -1.940], [0.702, -0.200, -2.834], [-2.435, 0.542, -1.599], [-3.308, 0.754, -0.070], [-1.824, -1.645, -2.389], [-1.864, -4.089, -2.115], [-2.624, -5.083, 0.009], [-3.377, -3.620, 1.850], [-3.328, -1.173, 1.578], [0.757, 1.680, 1.331], [-0.508, 4.449, 1.176], [0.615, 3.765, -0.003], [1.794, 5.298, 1.556], [2.391, 3.644, 1.716], [0.348, 4.986, 3.540], [2.033, 4.649, 3.949], [0.507, 2.912, 4.880], [1.621, 2.218, 3.700], [-0.677, 1.380, 3.318], [-1.271, 3.039, 3.157], [0.991, -2.557, 2.241]], "mulliken_charge": [-0.77, -0.38, -0.46, -1.18, 0.10, -0.05, -0.34, -0.19, 0.44, -1.14, 0.55, -0.28, -0.63, -0.60, -0.65, -0.34, -0.34, -0.72, 1.26, -1.23, -0.65, -0.74, -0.69, -0.99, 0.29, -0.68, 0.05, 0.46, -0.68, 0.33, 0.30, 0.27, 0.41, 0.21, 0.42, 0.56, 0.39, 0.22, 0.41, 0.57, 0.47, 0.46, 0.40, 0.40, 0.38, 0.55, 0.33, 0.40, 0.40, 0.32, 0.32, 0.35, 0.38, 0.31, 0.32, 0.37, 0.31]}

{"formula": "C9H8N3S", "method": "ωB97M-V with the def2-TZVPD basis set", "de_lowest_kcal_mol": 73.74, "orbital_gap_ha": 0.260, "smiles": "C1=NC=[NH+][C@@]23SC=NC2=CCC=C13", "homo_ev": -12.90, "energy_ev": -24758.6677, "charge": 1, "species": ["C", "N", "C", "N", "C", "S", "C", "N", "C", "C", "C", "C", "C", "H", "H", "H", "H", "H", "H", "H", "H"], "xyz": [[0.479, -1.094, 2.111], [0.006, -2.284, 1.794], [-0.500, -2.500, 0.602], [-0.482, -1.645, -0.389], [0.254, -0.380, -0.186], [1.965, -0.942, -1.245], [0.871, -0.632, -2.693], [-0.086, 0.161, -2.494], [-0.176, 0.656, -1.220], [-0.512, 1.880, -0.800], [-0.451, 2.371, 0.620], [0.135, 1.261, 1.543], [0.364, 0.015, 1.191], [0.711, -0.849, 3.105], [-0.972, -3.410, 0.371], [-0.980, -1.952, -1.235], [1.219, -0.894, -3.680], [-0.841, 2.568, -1.460], [-1.487, 2.664, 0.883], [0.094, 3.350, 0.699], [0.387, 1.654, 2.482]], "mulliken_charge": [-0.27, -0.49, -0.04, -0.10, 0.87, -0.12, -0.15, -0.58, 0.15, -0.73, -0.76, -0.83, 0.50, 0.45, 0.45, 0.33, 0.45, 0.59, 0.38, 0.44, 0.47]}

{"formula": "C3H11N2", "method": "ωB97M-V with the def2-TZVPD basis set", "de_lowest_kcal_mol": 138.01, "orbital_gap_ha": 0.206, "homo_ev": -14.01, "energy_ev": -6257.5970, "charge": 1, "species": ["C", "N", "H", "H", "H", "H", "C", "N", "C", "H", "H", "H", "H", "H", "H", "H"], "xyz": [[0.142, -2.272, 1.067], [0.555, -0.933, 1.117], [0.517, -2.832, 1.928], [0.452, -2.705, 0.113], [-0.967, -2.342, 1.114], [0.717, -0.563, 2.059], [0.724, 1.880, -0.491], [0.097, 0.621, -0.758], [-1.313, 0.706, -1.055], [0.607, 2.529, -1.367], [0.204, 2.428, 0.306], [1.753, 1.720, -0.199], [0.306, -0.085, 0.109], [-1.862, 1.196, -0.247], [-1.725, -0.285, -1.229], [-1.497, 1.265, -1.974]], "mulliken_charge": [-0.70, -0.33, 0.34, 0.29, 0.33, 0.27, -0.80, -0.14, -0.83, 0.34, 0.37, 0.33, 0.49, 0.36, 0.32, 0.37]}